{
  "formula": "C21H25N3O2",
  "method": "ωB97M-V/def2-TZVPD",
  "e_lumo_ev": 0.63,
  "e_homo_ev": -8.54,
  "relative_energy_kcal_mol": 16.8,
  "smiles": "CC(=O)NCCc1nc2ccccc2n1CCCCOc1ccccc1",
  "max_force_ev_per_a": 0.75,
  "symbols": ["C", "C", "O", "N", "C", "C", "C", "N", "C", "C", "C", "C", "C", "C", "N", "C", "C", "C", "C", "O", "C", "C", "C", "C", "C", "C", "H", "H", "H", "H", "H", "H", "H", "H", "H", "H", "H", "H", "H", "H", "H", "H", "H", "H", "H", "H", "H", "H", "H", "H", "H"],
  "positions_angstrom": [[-4.6926, -0.9338, -1.1356], [-4.3490, -0.3793, 0.2328], [-5.0581, 0.4059, 0.8307], [-3.2129, -0.8925, 0.7495], [-2.6703, -0.4632, 2.0113], [-1.3372, 0.2788, 1.8338], [-0.3166, -0.5757, 1.1661], [-0.5942, -1.4069, 0.1983], [0.5921, -1.9835, -0.1673], [0.8708, -2.9257, -1.1496], [2.1826, -3.3209, -1.3014], [3.1995, -2.8032, -0.4975], [2.9417, -1.8688, 0.4854], [1.6261, -1.4601, 0.6405], [1.0149, -0.5669, 1.4926], [1.6849, 0.2590, 2.4635], [1.8851, 1.6911, 1.9554], [2.7798, 1.7353, 0.7147], [2.4661, 2.9519, -0.1633], [1.0931, 3.0710, -0.4617], [0.4684, 2.1063, -1.2046], [-0.9258, 2.1519, -1.1817], [-1.6694, 1.2256, -1.8825], [-1.0347, 0.2376, -2.6178], [0.3458, 0.2031, -2.6616], [1.1021, 1.1309, -1.9646], [-3.7990, -1.0781, -1.7356], [-5.3793, -0.2587, -1.6386], [-5.1881, -1.8944, -1.0075], [-2.5478, -1.3991, 0.1724], [-2.5169, -1.3380, 2.6541], [-3.4066, 0.1984, 2.4748], [-1.5106, 1.1603, 1.2094], [-0.9786, 0.6116, 2.8086], [0.0811, -3.3240, -1.7661], [2.4362, -4.0491, -2.0575], [4.2136, -3.1422, -0.6492], [3.7391, -1.4757, 1.0994], [1.1021, 0.2729, 3.3900], [2.6527, -0.2001, 2.6799], [2.3121, 2.2967, 2.7560], [0.9104, 2.1110, 1.7003], [3.8336, 1.7685, 0.9947], [2.6154, 0.8315, 0.1274], [2.7010, 3.8752, 0.3737], [3.0684, 2.9214, -1.0805], [-1.4034, 2.9335, -0.6101], [-2.7469, 1.2760, -1.8462], [-1.6109, -0.4956, -3.1609], [0.8519, -0.5560, -3.2395], [2.1782, 1.0858, -2.0343]]
}